# C25H38NO6

A 3-piece molecular cluster, C25H38NO6 overall (the ωB97M-V functional and the def2-TZVPD basis, the OMol25 dataset).

## Properties
- orbital gap (eV) = 6.51
- charge = +1
- total energy (eV) = -40309.585
- LUMO energy (eV) = -4.667

```
70
Properties=species:S:1:pos:R:3:forces:R:3:nbo_charge:R:1
C -3.988 -2.078 -1.916 0.212 -0.094 -0.101 -0.637
C -3.953 -3.346 -1.114 0.004 0.009 0.088 0.006
C -4.804 -4.410 -1.412 0.057 0.131 0.029 -0.191
C -4.763 -5.575 -0.671 -0.118 -0.125 -0.032 -0.181
C -3.872 -5.712 0.385 0.157 0.050 0.027 -0.212
C -3.019 -4.667 0.696 -0.116 -0.091 -0.098 -0.050
C -2.030 -4.794 1.832 0.088 0.170 0.015 -0.474
C -0.666 -4.358 1.401 -0.068 -0.059 0.071 0.327
C -0.065 -4.832 0.251 0.210 -0.009 -0.202 -0.230
C 1.173 -4.357 -0.141 -0.294 -0.257 0.073 -0.024
C 1.825 -4.912 -1.384 0.083 0.077 -0.216 0.754
O 2.908 -5.412 -1.343 -0.153 0.129 -0.014 -0.499
O 1.144 -4.748 -2.529 0.161 -0.398 0.102 -0.636
C 1.844 -3.392 0.629 0.233 -0.192 -0.251 0.000
C 3.154 -2.789 0.214 -0.186 0.132 0.083 -0.465
C 3.025 -1.982 -1.073 0.468 0.127 -0.155 -0.067
O 1.962 -1.035 -0.928 -0.354 -0.283 0.268 -0.553
C 0.787 -1.317 -1.555 -0.010 0.124 -0.464 0.653
O 0.623 -1.292 -2.734 0.125 -0.245 0.257 -0.503
C 1.226 -2.978 1.771 -0.115 0.196 0.204 0.082
N 0.013 -3.460 2.121 0.004 0.041 -0.025 -0.427
C -3.072 -3.495 -0.053 0.050 0.036 0.010 -0.197
H -3.936 -2.305 -2.979 -0.112 0.032 -0.073 0.233
H -4.896 -1.509 -1.730 -0.083 0.024 0.005 0.238
H -3.131 -1.447 -1.686 -0.009 0.091 0.068 0.213
H -5.501 -4.305 -2.232 -0.054 -0.074 -0.060 0.226
H -5.424 -6.394 -0.915 -0.057 -0.030 -0.022 0.231
H -3.835 -6.628 0.958 -0.042 -0.069 0.011 0.220
H -1.952 -5.832 2.154 -0.114 -0.058 0.099 0.263
H -2.353 -4.193 2.684 0.000 -0.053 0.129 0.234
H -0.602 -5.571 -0.330 -0.015 -0.025 -0.057 0.262
H 0.211 -4.540 -2.394 -0.012 0.261 0.005 0.499
H 3.473 -2.094 0.989 0.121 -0.098 0.120 0.231
H 3.898 -3.574 0.097 0.125 0.030 -0.036 0.271
H 3.943 -1.414 -1.203 0.022 0.043 -0.120 0.224
H 2.898 -2.596 -1.963 -0.168 0.016 -0.057 0.204
H -0.023 -1.570 -0.852 -0.011 0.279 0.117 0.096
H 1.667 -2.238 2.420 -0.065 0.040 0.112 0.249
H -0.425 -3.109 2.964 0.033 0.050 0.067 0.445
H -2.411 -2.668 0.192 0.023 0.065 0.012 0.186
C 4.887 3.661 0.379 -0.071 0.037 -0.025 -0.646
C 4.196 2.805 1.426 0.077 -0.010 -0.005 -0.060
O 2.908 3.261 1.793 -0.066 -0.034 0.086 -0.536
C 1.949 3.330 0.751 -0.103 0.052 -0.016 -0.070
C 1.659 1.992 0.096 0.077 -0.038 0.005 -0.642
H 4.962 4.693 0.721 0.010 0.003 0.005 0.219
H 5.893 3.283 0.195 0.014 0.002 0.022 0.218
H 4.353 3.658 -0.573 0.022 -0.039 -0.011 0.204
H 4.772 2.822 2.351 -0.013 0.000 0.012 0.190
H 4.155 1.758 1.096 -0.015 0.013 -0.036 0.143
H 2.247 4.069 -0.001 0.031 -0.054 -0.042 0.164
H 1.039 3.709 1.214 0.032 0.047 0.034 0.198
H 2.535 1.575 -0.402 -0.012 0.023 -0.049 0.203
H 0.876 2.109 -0.655 -0.023 0.027 0.013 0.222
H 1.325 1.269 0.844 -0.012 0.006 0.005 0.191
C -0.206 7.112 1.590 -0.082 -0.048 0.008 -0.646
C 0.047 6.532 0.210 0.053 0.077 0.041 -0.065
O -0.804 5.447 -0.127 0.083 -0.085 -0.001 -0.545
C -2.192 5.736 -0.143 -0.100 -0.014 -0.002 -0.062
C -2.592 6.819 -1.129 0.091 0.019 -0.019 -0.645
H -0.111 6.338 2.353 0.017 0.003 0.005 0.211
H 0.520 7.897 1.801 0.024 -0.008 -0.001 0.221
H -1.201 7.551 1.676 0.018 0.046 -0.019 0.205
H 1.057 6.124 0.170 -0.008 -0.030 -0.033 0.184
H -0.008 7.315 -0.554 -0.044 0.009 0.010 0.165
H -2.545 5.986 0.864 0.025 0.038 -0.003 0.161
H -2.669 4.796 -0.420 0.015 -0.016 0.004 0.182
H -2.153 7.785 -0.880 -0.038 0.009 0.033 0.207
H -3.676 6.939 -1.127 -0.013 -0.021 -0.004 0.219
H -2.274 6.554 -2.138 -0.009 -0.003 -0.006 0.213
```
Positions in Å, forces in eV/Å.

# C25H38O5

One molecule with the formula C25H38O5 (the ωB97M-V functional and the def2-TZVPD basis, the OMol25 dataset).

## Properties
- orbital gap (eV) = 9.02
- charge = 0
- SMILES string = CCC(C)(C)C(=O)O[C@H]1C[C@H](C)C=C2C=C[C@@H](C)[C@H](CC[C@@H]3C[C@@H](O)CC(=O)O3)[C@H]21
- total energy (eV) = -36780.487
- relative energy (zero: lowest compared OMol25 entry of this formula, charge and spin) (kJ/mol) = 10.1
- LUMO energy (eV) = 0.709

```
68
Properties=species:S:1:pos:R:3:forces:R:3:nbo_charge:R:1
C 2.596 0.901 2.687 -0.160 0.071 0.027 -0.624
C 1.746 2.124 2.360 0.144 -0.172 -0.093 -0.380
C 2.071 2.818 1.016 -0.083 0.200 0.022 -0.156
C 1.383 4.185 0.990 -0.003 -0.267 -0.090 -0.590
C 3.576 2.989 0.812 -0.172 -0.130 -0.001 -0.605
C 1.471 1.964 -0.098 -0.225 0.582 0.206 0.833
O 0.425 2.214 -0.648 0.018 0.021 -0.115 -0.628
O 2.214 0.898 -0.364 0.330 -0.267 -0.013 -0.526
C 1.780 -0.028 -1.370 -0.435 -0.470 -0.782 0.098
C 2.869 -0.117 -2.437 0.027 0.252 0.488 -0.401
C 4.220 -0.458 -1.800 -0.053 -0.050 -0.186 -0.265
C 5.182 -1.037 -2.839 -0.095 0.169 0.186 -0.589
C 4.064 -1.395 -0.643 -0.073 0.037 0.034 -0.147
C 2.907 -1.820 -0.128 0.193 0.073 -0.368 -0.036
C 2.880 -2.700 1.020 -0.011 -0.223 0.313 -0.212
C 1.749 -3.140 1.563 0.067 -0.019 -0.100 -0.162
C 0.391 -2.769 1.052 -0.008 0.234 0.123 -0.248
C -0.601 -2.718 2.215 0.078 -0.073 -0.258 -0.604
C 0.423 -1.435 0.284 -0.033 -0.361 -0.349 -0.195
C -0.932 -1.188 -0.411 0.062 0.245 0.278 -0.401
C -1.704 -0.014 0.190 -0.405 -0.269 -0.449 -0.422
C -3.123 0.067 -0.364 0.402 0.748 0.117 0.099
C -3.852 1.324 0.103 -0.183 -0.262 -0.228 -0.449
C -5.316 1.339 -0.364 -0.001 -0.284 0.310 0.110
O -5.439 2.342 -1.349 -0.054 0.266 -0.313 -0.716
C -5.726 -0.037 -0.924 0.086 0.169 0.206 -0.560
C -5.133 -1.170 -0.113 -0.743 -0.081 -0.207 0.797
O -5.770 -2.098 0.306 0.082 -0.004 0.030 -0.571
O -3.820 -1.091 0.106 0.289 -0.313 0.231 -0.505
C 1.582 -1.411 -0.729 0.007 0.504 0.200 -0.264
H 2.623 0.200 1.858 0.052 -0.107 0.018 0.227
H 3.616 1.190 2.924 0.140 -0.019 0.024 0.204
H 2.182 0.390 3.554 0.023 -0.078 0.083 0.213
H 1.872 2.862 3.155 -0.080 0.073 -0.023 0.207
H 0.689 1.841 2.345 -0.069 0.081 0.057 0.205
H 1.793 4.827 1.766 0.080 0.034 0.100 0.206
H 0.314 4.075 1.149 -0.089 0.049 0.019 0.223
H 1.531 4.665 0.025 -0.020 0.094 -0.079 0.214
H 3.766 3.556 -0.097 0.070 0.063 -0.089 0.212
H 4.069 2.026 0.728 0.133 -0.043 0.016 0.225
H 4.002 3.534 1.651 0.060 0.070 0.089 0.211
H 0.849 0.354 -1.801 0.182 -0.127 0.101 0.221
H 2.586 -0.890 -3.152 -0.047 -0.027 -0.044 0.209
H 2.942 0.831 -2.974 -0.016 -0.016 -0.077 0.215
H 4.663 0.467 -1.408 -0.027 -0.033 -0.027 0.212
H 5.299 -0.347 -3.673 0.055 0.053 -0.120 0.208
H 4.802 -1.982 -3.221 -0.027 -0.106 -0.056 0.204
H 6.160 -1.213 -2.398 0.132 -0.044 -0.011 0.209
H 4.993 -1.716 -0.188 0.107 -0.122 0.152 0.198
H 3.838 -2.991 1.428 0.095 -0.071 0.098 0.208
H 1.773 -3.807 2.413 0.099 -0.103 0.128 0.204
H 0.068 -3.557 0.358 -0.049 0.069 -0.016 0.207
H -0.309 -1.944 2.923 0.027 0.097 0.109 0.202
H -1.609 -2.511 1.869 -0.162 0.032 0.007 0.219
H -0.614 -3.672 2.738 -0.035 -0.071 0.089 0.211
H 0.603 -0.638 1.013 0.031 0.022 0.106 0.201
H -1.551 -2.083 -0.334 0.023 -0.070 -0.058 0.219
H -0.784 -0.999 -1.476 -0.012 -0.018 -0.081 0.197
H -1.193 0.923 -0.034 -0.034 -0.020 0.072 0.249
H -1.767 -0.129 1.273 -0.025 0.048 0.121 0.205
H -3.092 0.042 -1.461 0.006 -0.038 0.072 0.178
H -3.806 1.368 1.192 0.060 0.008 0.037 0.216
H -3.356 2.204 -0.305 0.037 0.032 0.059 0.247
H -5.971 1.580 0.488 0.128 -0.070 -0.137 0.167
H -6.350 2.376 -1.660 0.029 -0.007 0.030 0.470
H -5.341 -0.118 -1.946 0.014 0.045 0.023 0.237
H -6.810 -0.153 -0.949 0.112 -0.076 -0.003 0.238
H 1.336 -2.117 -1.533 -0.057 0.072 -0.009 0.221
```
Positions in Å, forces in eV/Å.

# C25H39F4NO2

A 3-piece molecular cluster, C25H39F4NO2 overall (the ωB97M-V functional and the def2-TZVPD basis, the OMol25 dataset).

## Properties
- orbital gap (eV) = 9.62
- charge = 0
- SMILES string = C[C@@H](F)c1cc(CCC(F)(F)F)c2c(c1)C(=O)NC2=O.CCCCCC.CCCCCC
- total energy (eV) = -43014.738
- LUMO energy (eV) = -0.632

```
71
Properties=species:S:1:pos:R:3:forces:R:3:mulliken_charge:R:1
C 2.879 -4.891 1.083 0.244 -0.042 0.190 -1.315
C 1.803 -5.548 0.216 0.466 0.454 -0.004 0.640
F 1.756 -6.910 0.480 -0.081 -0.146 0.063 -0.378
C 0.434 -4.944 0.402 0.353 -0.535 0.063 -0.163
C -0.672 -5.759 0.489 0.398 -1.170 -0.253 -0.768
C -1.940 -5.276 0.690 -0.997 -0.674 -0.012 0.571
C -3.139 -6.180 0.825 0.055 0.145 -0.090 -1.278
C -4.059 -6.179 -0.406 -0.572 -0.275 0.259 -0.583
C -5.386 -6.794 0.003 0.191 0.145 -0.123 0.775
F -5.209 -8.038 0.494 -0.016 -0.163 0.011 -0.286
F -6.006 -6.087 0.955 -0.072 0.072 0.111 -0.233
F -6.237 -6.895 -1.028 -0.024 -0.017 -0.187 -0.286
C -2.060 -3.916 0.791 -0.764 1.459 -0.014 0.784
C -0.970 -3.076 0.696 -0.904 0.453 -0.039 -0.454
C 0.272 -3.588 0.516 1.572 1.070 -0.248 -0.600
C -1.423 -1.654 0.858 0.801 0.244 -0.133 0.032
O -0.741 -0.657 0.810 -0.692 -0.800 0.201 -0.521
N -2.837 -1.683 1.106 0.720 -0.560 0.624 -0.303
C -3.269 -3.047 1.019 -0.767 -0.945 -0.191 0.225
O -4.424 -3.410 1.094 1.071 0.551 0.170 -0.537
H 2.469 -4.325 1.921 -0.066 0.016 -0.128 0.418
H 3.514 -4.241 0.479 -0.123 0.102 0.100 0.243
H 3.535 -5.646 1.519 -0.116 -0.121 -0.210 0.414
H 2.107 -5.450 -0.831 -0.140 -0.115 -0.025 0.286
H -0.504 -6.825 0.392 -0.172 -0.002 0.097 0.534
H -2.839 -7.208 1.032 0.156 0.105 -0.005 0.578
H -3.711 -5.827 1.685 -0.070 -0.070 -0.085 0.472
H -4.280 -5.183 -0.788 0.117 0.009 0.125 0.344
H -3.691 -6.798 -1.227 0.214 0.102 0.083 0.376
H 1.135 -2.930 0.470 -0.086 0.041 -0.018 0.686
H -2.960 -1.382 2.073 -0.665 0.708 -0.344 0.297
C 4.042 3.779 0.284 0.061 -0.004 -0.134 -1.350
C 3.249 3.034 -0.785 -0.051 0.058 0.112 -0.461
C 2.197 2.086 -0.212 -0.032 -0.025 -0.110 -0.076
C 2.744 0.947 0.647 0.045 0.004 0.129 -0.670
C 3.759 0.039 -0.047 -0.124 -0.074 -0.004 -0.584
C 3.184 -0.697 -1.254 0.186 -0.006 0.009 -1.034
H 4.618 3.095 0.909 -0.020 0.015 0.028 0.379
H 4.746 4.474 -0.178 0.008 0.016 0.054 0.395
H 3.376 4.356 0.930 0.005 -0.031 0.029 0.264
H 3.936 2.490 -1.440 -0.019 -0.011 -0.007 0.367
H 2.742 3.770 -1.417 0.019 -0.033 -0.045 0.304
H 1.611 1.670 -1.038 -0.024 -0.016 0.033 0.413
H 1.491 2.666 0.392 -0.006 0.001 -0.016 -0.029
H 1.901 0.339 0.989 -0.010 0.007 -0.026 0.186
H 3.203 1.359 1.551 -0.002 0.017 -0.014 0.412
H 4.110 -0.702 0.678 0.044 0.038 0.010 0.375
H 4.640 0.611 -0.351 -0.004 0.007 0.012 0.320
H 2.320 -1.301 -0.968 -0.051 0.060 -0.027 0.098
H 3.933 -1.366 -1.684 -0.038 -0.010 -0.036 0.388
H 2.873 -0.006 -2.038 -0.048 -0.024 0.005 0.356
C -0.621 4.073 -2.131 -0.102 0.083 -0.086 -0.815
C -0.529 5.596 -2.137 0.109 -0.079 0.014 -0.517
C 0.217 6.160 -0.929 -0.008 0.102 -0.018 -0.509
C -0.425 5.866 0.427 -0.002 -0.115 0.006 -0.302
C -1.864 6.355 0.583 0.062 0.101 0.085 -0.562
C -2.005 7.870 0.467 -0.119 -0.082 -0.041 -1.236
H -1.189 3.707 -1.275 0.039 -0.036 0.002 0.256
H -1.119 3.718 -3.034 0.014 -0.055 0.024 0.421
H 0.375 3.627 -2.099 -0.019 -0.030 0.046 -0.037
H -1.533 6.024 -2.201 0.015 0.028 0.022 0.266
H -0.004 5.911 -3.043 -0.034 0.036 0.000 0.363
H 0.325 7.241 -1.055 0.003 -0.004 0.023 0.373
H 1.236 5.757 -0.922 -0.007 -0.008 -0.015 0.182
H 0.191 6.323 1.208 -0.016 0.007 0.004 0.418
H -0.398 4.788 0.617 0.018 0.005 -0.016 0.047
H -2.228 6.046 1.566 -0.018 -0.044 -0.029 0.414
H -2.513 5.869 -0.151 0.023 -0.023 0.000 0.247
H -1.388 8.377 1.213 0.026 0.011 -0.033 0.291
H -3.042 8.169 0.631 0.023 0.050 -0.001 0.389
H -1.713 8.229 -0.521 0.022 0.021 0.019 0.285
```
Positions in Å, forces in eV/Å.

Question: The highest total energy belongs to which entry?
Answer: C25H38O5